Record 1
ORCA calculation (wB97M-V/def2-TZVPD) on a 2-piece molecular cluster, C7H7N overall.

CARTESIAN COORDINATES (ANGSTROEM)
C -2.5249 -0.0371 0.8252
C -2.7724 0.0057 -0.3648
C 1.9557 -0.8075 0.0418
C 2.1000 0.6037 0.2264
C 0.9589 1.3981 -0.0040
C -0.2734 0.7523 -0.3773
C -0.2715 -0.6337 -0.2836
H -2.2752 -0.3674 1.9121
H -3.3207 0.1781 -1.3334
H 2.7992 -1.4081 0.1590
H 3.1152 1.0096 0.3378
H 1.0067 2.4809 0.1482
H -1.0797 1.4218 -0.5297
H -1.1897 -1.1998 -0.3172
N 0.8443 -1.4006 -0.1086

Force components x, y, z for each atom (eV/Å):
C -1.28 -1.11 1.27
C -3.32 0.80 0.81
C 1.42 3.25 1.05
C -0.79 -0.10 -1.25
C 0.51 -1.25 -0.10
C 3.42 0.58 1.31
C 0.92 -0.82 -0.54
H -0.43 1.10 -2.75
H 1.36 -0.37 1.50
H 1.49 -0.99 0.07
H -0.68 -0.03 0.33
H -0.05 -0.37 -0.32
H -0.50 -0.09 -0.24
H 0.98 -0.17 -0.50
N -3.04 -0.45 -0.65

Results
Total energy in eV: -8858.0495
HOMO-LUMO gap in hartree: 0.3713
Energy above the lowest of the compared OMol25 structures with the same formula, charge and spin in kcal/mol: 82.4

Record 2
ORCA calculation (wB97M-V/def2-TZVPD) on the molecule C7H7N.

CARTESIAN COORDINATES (ANGSTROEM)
C 1.6683 -0.0952 0.0854
C 1.4805 -0.4226 1.5322
C 0.0899 -0.3472 1.7093
C -1.6513 -0.4424 -0.0178
C -1.3999 -0.2714 -1.4784
C -0.1647 0.3825 -1.7478
C 0.3691 0.5441 -0.4830
H 2.6589 0.3286 -0.3745
H 2.2158 -0.6899 2.1975
H -0.6557 -0.0593 2.7029
H -2.6210 -0.5559 0.4403
H -1.9757 -0.8480 -2.3004
H 0.1645 0.9801 -2.5337
H 0.2898 1.5482 -0.2166
N -0.4685 -0.0516 0.4847

Force components x, y, z for each atom (eV/Å):
C 3.21 1.27 1.68
C -2.05 2.24 -5.97
C -1.94 1.62 3.11
C 1.71 1.06 -3.84
C -0.04 -0.59 -1.81
C -4.71 -2.24 0.06
C 3.70 -3.07 3.34
H -1.74 -1.22 1.23
H 1.45 -0.37 1.42
H 2.52 -1.64 -2.97
H 0.39 -0.58 0.44
H 0.39 1.71 1.51
H 0.40 0.06 -1.70
H 0.62 2.29 0.71
N -3.90 -0.53 2.77

Results
Total energy in eV: -8856.3744
HOMO-LUMO gap in hartree: 0.2258
Energy above the lowest of the compared OMol25 structures with the same formula, charge and spin in kcal/mol: 121.1

Record 3
ORCA calculation (wB97M-V/def2-TZVPD) on a 2-piece molecular cluster, C7H7N overall.

CARTESIAN COORDINATES (ANGSTROEM)
C 1.9028 0.6287 -0.2052
C 0.7989 1.4296 0.0123
C -0.3084 0.7890 0.4759
C -0.2177 -0.6588 0.6357
C 0.9847 -1.2546 0.1673
C -2.9839 0.1161 -0.1050
C -2.0882 -0.4206 -0.6431
H 2.7442 1.3072 -0.4451
H 0.7143 2.4072 -0.4103
H -1.3151 1.1503 0.5313
H -1.0019 -1.1427 1.2250
H 0.9068 -2.4082 -0.1131
H -3.8022 0.7739 0.3085
H -1.3339 -0.9298 -1.2543
N 2.0798 -0.7049 -0.2671

Force components x, y, z for each atom (eV/Å):
C 3.13 2.19 -1.34
C -0.96 -1.33 -0.15
C 0.03 -2.82 0.88
C 2.39 2.50 1.24
C -3.25 -4.93 -0.13
C -4.36 2.49 1.43
C 0.86 -2.58 -3.66
H 0.21 -1.12 -0.26
H 0.54 0.71 0.37
H 0.63 1.00 0.66
H 0.63 -0.36 -0.78
H 0.29 2.14 1.30
H 1.54 -1.43 -0.59
H -1.24 0.58 0.56
N -0.43 2.96 0.46

Results
Total energy in eV: -8857.3712
HOMO-LUMO gap in hartree: 0.3478
Energy above the lowest of the compared OMol25 structures with the same formula, charge and spin in kcal/mol: 98.1

Record 4
ORCA calculation (wB97M-V/def2-TZVPD) on the molecule C7H7N.

CARTESIAN COORDINATES (ANGSTROEM)
C 2.1556 1.3492 1.5946
C 1.2767 -1.9689 -1.3378
C 1.3866 0.8995 0.7789
C 0.9057 -0.9316 -0.8393
C -0.9696 0.3747 0.2278
C -1.8806 -0.4211 -0.6464
C 0.4423 0.4827 -0.3141
N -1.3753 0.7060 1.4123
H 2.7274 1.7724 2.4114
H 1.6519 -2.9147 -1.3357
H -2.9453 -0.4190 -0.2944
H -1.8047 0.1022 -1.5678
H -1.4993 -1.3852 -0.7769
H 0.6388 1.1194 -1.2451
H -0.7103 1.2343 1.9326

Force components x, y, z for each atom (eV/Å):
C -0.63 -0.11 0.03
C 4.22 -6.04 -4.74
C 0.31 0.46 -0.52
C -4.86 10.87 6.18
C -1.41 -0.45 2.52
C -1.40 1.77 0.86
C 2.96 -1.96 -1.09
N -0.10 -0.53 -2.54
H -0.22 -0.37 -0.63
H -0.17 -2.55 0.07
H 1.17 -0.02 -0.19
H -0.36 0.13 -1.40
H 0.38 -1.63 -0.22
H -0.87 0.00 1.23
H 0.99 0.42 0.45

Results
Total energy in eV: -8851.8803
HOMO-LUMO gap (alpha / beta) in hartree: 0.2146 / 0.2681
Energy above the lowest of the compared OMol25 structures with the same formula, charge and spin in kcal/mol: 90.8
Multiplicity: 3

Record 5
ORCA calculation (wB97M-V/def2-TZVPD) on an isolated ion of composition C7H7N2S and charge +1.

CARTESIAN COORDINATES (ANGSTROEM)
C -0.7867 -1.1845 1.4843
C -1.4913 -0.0235 1.5787
C 0.3875 -1.0417 0.7046
C -1.2763 1.2689 0.9120
C -0.0179 1.1707 -1.2978
C 1.3465 0.6299 -1.4661
C 0.5288 -1.3666 -0.5533
N 1.5117 -0.7067 -1.3611
N -0.5463 1.3148 -0.1631
S 2.5507 1.6205 -2.0408
H -0.8674 -2.1229 2.0097
H -2.4517 0.1102 2.1717
H 1.1557 -0.4960 1.2943
H -1.6494 2.1736 1.3452
H -0.6229 1.4818 -2.1555
H -0.2807 -1.8611 -1.1662
H 2.5097 -0.9673 -1.2966

Force components x, y, z for each atom (eV/Å):
C -0.94 1.56 0.29
C -3.33 -0.04 1.09
C 2.07 0.02 0.30
C 2.44 -1.80 -1.95
C -0.60 0.35 0.79
C 2.30 1.10 -1.84
C -1.01 -0.52 -1.76
N 0.58 -0.16 1.14
N -1.24 0.46 1.05
S -1.25 -0.28 0.72
H -0.96 0.13 0.49
H 1.44 -0.84 -0.32
H -0.04 -0.22 -0.86
H 0.17 0.55 0.37
H 0.15 -0.47 -0.11
H 0.97 0.27 1.00
H -0.76 -0.09 -0.40

Results
Charge: +1
Total energy in eV: -21176.8696
HOMO-LUMO gap in hartree: 0.2467
Energy above the lowest of the compared OMol25 structures with the same formula, charge and spin in kcal/mol: 88.0

Record 6
ORCA calculation (wB97M-V/def2-TZVPD) on the molecule C7H7N3O.

CARTESIAN COORDINATES (ANGSTROEM)
C -0.7252 2.1230 -2.3956
C -0.3934 1.0416 -1.3265
C 0.8796 -0.0616 0.0163
C 1.8506 -0.4237 0.9295
C 0.2601 -1.8671 2.1347
C -0.7153 -1.5267 1.2645
C -1.4122 0.1119 -0.6379
H 0.0771 2.8830 -2.4152
H -0.8562 1.6627 -3.3646
H -1.7047 2.7073 -2.1523
H 2.7312 0.1807 0.7241
H 2.2274 -1.3404 2.7189
H 0.2407 -2.6553 2.8473
H -1.7041 -1.9318 1.1824
N 0.8128 0.9360 -0.9711
N 1.4909 -1.0984 2.1516
N -0.4695 -0.5525 0.2082
O -2.5896 -0.1889 -0.9143

Force components x, y, z for each atom (eV/Å):
C -1.45 0.63 1.72
C -2.47 1.93 -1.79
C -1.24 -0.76 1.69
C -2.42 1.57 -0.77
C 0.74 1.97 -1.09
C 0.96 0.70 -1.11
C 1.13 -1.61 -0.67
H -0.25 -0.65 -0.06
H 0.00 -0.08 -0.27
H 1.58 -1.28 -0.32
H 0.52 -0.71 0.91
H 1.61 -0.98 1.40
H -0.47 -0.33 0.43
H -0.12 -0.48 0.30
N 2.07 -1.38 1.30
N -1.84 0.77 -3.93
N -0.92 -0.32 1.08
O 2.57 1.02 1.20

Results
Total energy in eV: -13888.5746
HOMO-LUMO gap in hartree: 0.2751
Energy above the lowest of the compared OMol25 structures with the same formula, charge and spin in kcal/mol: 55.6

Looking at max |F| for the records above, in order, we have 3.7 6.7 5.9 13.4 3.6 4.4 eV/A.